# 1
# C4H3FO

2 unconnected molecules or ions with the total composition C4H3FO (ωB97M-V/def2-TZVPD, OMol25).

Computed properties:
* F_max: 0.10003 hartree/bohr
* total energy: -8957.319 eV
* LUMO: -0.3430 eV
* energy relative to the best compared isomer or geometry (same formula, charge and spin): 290.2 kJ/mol

Positions of all 9 atoms, in Å:
C -0.2342 0.0611 -1.4952
C -0.7033 -0.4225 0.5180
C 0.8812 0.6611 -1.4340
C 0.1136 -0.1566 1.4931
O 1.9070 1.2024 -1.2734
F -1.8820 -0.9881 0.4987
H -1.0055 -0.2703 -2.1349
H -0.1348 -0.4074 2.5148
H 1.0581 0.3202 1.3129

=====

# 2
# C4H3FO

C4H3FO in the gas phase (ωB97M-V/def2-TZVPD, OMol25).

Computed properties:
* F_max: 0.08172 hartree/bohr
* total energy: -8958.207 eV
* LUMO: 0.6111 eV
* energy relative to the best compared isomer or geometry (same formula, charge and spin): 204.5 kJ/mol

Positions of all 9 atoms, in Å:
C -0.4600 -1.9082 -1.1529
C -0.1651 -0.9941 -0.4599
C 0.0323 0.1068 0.6375
F -1.1313 0.2195 1.3640
C 0.4713 1.4477 0.0665
O -0.2075 2.4459 0.1619
H -0.9354 -2.5819 -1.7560
H 0.9143 -0.1221 1.3161
H 1.4813 1.3862 -0.1770